Entry 1:
Computed, not measured: a single CH2O molecule, with wB97M-V/def2-TZVPD.

Geometry (Å):
O: 0.1351 -1.1828 0.0132
C: 0.0238 0.0017 0.0283
H: -0.4968 0.4113 -0.8710
H: 0.3379 0.7699 0.8295

Cartesian forces (eV/Å) of the 2 atoms listed first:
0.7 -0.6 1.1
-0.8 1.3 -0.9

- orbital gap (eV) = 11.2
- E (eV) = -3115.7925
- SMILES = C=O

Charges computed using Löwdin, reported in e: O -0.0040; C -0.1716; H 0.0771; H 0.0985

***

Entry 2:
Computed, not measured: a molecular structure, C36H48F3IN3O4S3SiY, with wB97M-V/def2-TZVPD.

Geometry (Å):
Y: -1.7456 2.1079 -0.3151
S: -1.1201 2.7974 2.4540
C: 0.1996 1.7906 2.5485
N: 0.4700 1.0551 3.6292
C: 1.6314 0.1788 3.6757
C: 1.8795 -0.3824 2.3007
N: 2.0327 0.7218 1.3643
C: 3.0806 0.5832 0.3554
C: 4.4412 0.5138 1.0065
C: 5.2037 -0.6464 0.9485
C: 6.4470 -0.7028 1.5642
C: 6.9329 0.4012 2.2471
C: 6.1747 1.5632 2.3104
C: 4.9349 1.6190 1.6941
C: 1.1563 1.7167 1.3819
S: 1.1035 2.9112 0.2140
C: -0.3570 1.0841 4.8370
C: -1.1679 -0.1809 4.9854
C: -0.7860 -1.1790 5.8756
C: -1.5392 -2.3384 5.9971
C: -2.6832 -2.5027 5.2301
C: -3.0728 -1.5055 4.3462
C: -2.3172 -0.3507 4.2190
H: 1.4278 -0.6272 4.3775
H: 2.5112 0.7332 4.0224
H: 1.0404 -1.0096 1.9885
H: 2.7916 -0.9741 2.2954
H: 3.0142 1.4424 -0.3048
H: 2.8738 -0.3153 -0.2260
H: 4.8264 -1.5059 0.4047
H: 7.0346 -1.6102 1.5076
H: 7.9059 0.3638 2.7195
H: 6.5508 2.4335 2.8330
H: 4.3439 2.5283 1.7306
H: -1.0188 1.9409 4.7667
H: 0.3084 1.2170 5.6942
H: 0.0933 -1.0449 6.4973
H: -1.2393 -3.1036 6.7017
H: -3.2758 -3.4037 5.3271
H: -3.9740 -1.6182 3.7578
H: -2.6310 0.4303 3.5321
F: -1.1992 7.4534 -1.7569
C: -1.5288 6.9160 -2.9409
F: -2.8625 7.0195 -3.0833
F: -0.9766 7.7100 -3.8913
C: -1.0506 5.5003 -3.0963
C: -0.2543 5.1612 -4.1687
C: 0.2012 3.8528 -4.3109
C: -0.1590 2.9392 -3.3491
N: -0.9420 3.2421 -2.3119
C: -1.4163 4.5066 -2.1536
S: -2.4380 4.7474 -0.8021
H: 0.0212 5.9201 -4.8882
H: 0.8178 3.5669 -5.1502
H: 0.1786 1.9090 -3.3885
I: -4.1755 1.5542 1.0969
C: -2.0349 -4.4288 -0.0906
C: -1.9053 -2.9793 0.3699
C: -3.2381 -2.4858 0.9218
C: -0.8137 -2.8661 1.4339
O: -1.5656 -2.2119 -0.7928
Si: -0.7721 -0.7967 -0.9611
O: -0.7675 0.2278 0.2518
O: -1.5832 0.1073 -2.1461
C: -2.6351 -0.2180 -3.0930
C: -2.4857 -1.6140 -3.6930
C: -2.5553 0.8155 -4.2139
C: -3.9854 -0.1015 -2.3912
O: 0.8012 -1.0489 -1.3670
C: 1.4375 -1.7838 -2.4178
C: 2.8936 -1.9872 -1.9980
C: 0.7962 -3.1559 -2.6269
C: 1.3931 -0.9484 -3.6965
H: -2.3451 -5.0539 0.7476
H: -1.0802 -4.7983 -0.4688
H: -2.7806 -4.5100 -0.8829
H: -3.5430 -3.1011 1.7695
H: -4.0104 -2.5485 0.1535
H: -3.1491 -1.4480 1.2474
H: -1.0536 -3.4849 2.2986
H: -0.7305 -1.8254 1.7519
H: 0.1429 -3.1887 1.0117
H: -1.5218 -1.7228 -4.1914
H: -3.2682 -1.7707 -4.4352
H: -2.5751 -2.3734 -2.9203
H: -1.6127 0.7316 -4.7586
H: -2.6337 1.8260 -3.8117
H: -3.3784 0.6566 -4.9109
H: -4.0117 -0.7530 -1.5180
H: -4.7883 -0.3891 -3.0709
H: -4.1669 0.9261 -2.0689
H: 2.9339 -2.4347 -1.0027
H: 3.4326 -1.0386 -1.9914
H: 3.3919 -2.6579 -2.6991
H: 0.8520 -3.7308 -1.7009
H: 1.3218 -3.6972 -3.4140
H: -0.2522 -3.0598 -2.8990
H: 1.8969 0.0058 -3.5311
H: 0.3606 -0.7438 -3.9788
H: 1.8902 -1.4703 -4.5155

Cartesian forces (eV/Å) of the 2 atoms listed first:
0.9 -0.1 0.2
-0.1 -0.1 0.0

- orbital gap (eV) = 6.8
- E (eV) = -108464.3237

Atom charges from the Löwdin analysis, given in e for atoms 1 to 8: Y 0.7736; S 0.6542; C -0.6722; N -0.0830; C -0.0886; C -0.0810; N -0.0735; C -0.1161

***

Entry 3:
Computed, not measured: a molecular structure, C31H55BrCdNO3P3, with wB97M-V/def2-TZVPD.

Geometry (Å):
N: -7.0455 5.4849 -6.1938
C: -6.7723 6.0980 -5.0398
C: -6.0510 5.4688 -4.0128
C: -5.5310 4.1718 -4.2299
C: -5.8248 3.5501 -5.4657
C: -6.6116 4.2410 -6.4046
C: -4.6772 3.5288 -3.2374
Cd: 0.4334 -0.0419 0.5545
P: 6.2262 -1.0499 -0.4433
C: -3.6478 2.7099 -3.5727
C: -2.7410 2.1248 -2.6140
C: -1.5635 1.4904 -3.0579
C: -0.6311 0.9700 -2.1497
C: -0.9136 1.0130 -0.7867
C: -2.0558 1.6449 -0.3150
C: -2.9765 2.1934 -1.2237
Br: 2.1299 -1.2657 1.9602
H: -4.8652 3.8051 -2.1971
H: -3.4297 2.5213 -4.6270
H: -5.8550 5.9983 -3.0802
H: -5.4639 2.5460 -5.6936
H: -7.1318 7.1235 -4.9084
H: -6.8780 3.7638 -7.3538
H: -1.3790 1.4236 -4.1297
H: -3.8777 2.6721 -0.8426
H: 0.2920 0.5264 -2.5343
H: -2.2691 1.7170 0.7542
P: -0.4469 -2.2806 -0.4153
C: 5.6662 0.7021 -0.2535
C: 6.7569 1.6708 -0.7134
H: 5.4332 0.8389 0.8119
H: 4.7432 0.8298 -0.8361
H: 6.5808 2.6601 -0.2812
H: 7.7505 1.3329 -0.3970
H: 6.7653 1.7778 -1.8035
C: 5.3730 -1.4982 -2.0234
C: 6.0867 -2.6596 -2.7148
H: 5.3871 -0.5955 -2.6509
H: 4.3290 -1.7498 -1.7862
H: 5.8176 -2.6823 -3.7755
H: 7.1763 -2.5593 -2.6426
H: 5.8036 -3.6229 -2.2760
C: 5.1289 -1.9174 0.7471
C: 5.8159 -2.2199 2.0752
H: 4.7738 -2.8384 0.2619
H: 4.2525 -1.2639 0.9061
H: 5.2285 -2.9632 2.6238
H: 6.8248 -2.6186 1.9201
H: 5.8872 -1.3241 2.7020
C: -0.3366 -3.6753 0.7814
C: -1.5062 -4.6537 0.7989
H: -0.1865 -3.2063 1.7668
H: 0.6018 -4.1998 0.5436
H: -2.4272 -4.1930 1.1782
H: -1.7047 -5.0679 -0.1978
H: -1.2598 -5.4910 1.4637
C: 0.7088 -2.7677 -1.7645
C: 0.1713 -2.7120 -3.1959
H: 1.0619 -3.7818 -1.5156
H: 1.5756 -2.0933 -1.6551
H: -0.4117 -3.6111 -3.4339
H: -0.4526 -1.8291 -3.3829
H: 1.0180 -2.6681 -3.8924
C: -2.1498 -2.2752 -1.0823
C: -3.2119 -1.7569 -0.1034
H: -2.3771 -3.3014 -1.4118
H: -2.1240 -1.6397 -1.9786
H: -3.9293 -1.1185 -0.6371
H: -3.7704 -2.5869 0.3502
H: -2.7824 -1.1434 0.7009
C: -0.3535 -2.5793 4.7003
C: -1.4597 -1.8804 3.9441
O: -0.9365 -0.7437 3.2111
P: -1.3583 0.8397 3.4365
O: -0.9408 1.1354 4.9644
C: 0.2767 0.6640 5.6771
C: -0.2040 0.2460 7.0326
O: 0.0135 1.3311 2.5423
C: 0.5349 2.6846 2.6248
C: -0.4998 3.7192 2.2792
H: 0.5639 -2.6573 4.0979
H: -0.6979 -3.5886 4.9680
H: -0.1197 -2.0491 5.6348
H: -1.8924 -2.5476 3.1817
H: -2.2687 -1.5717 4.6291
H: 0.7571 -0.1524 5.1259
H: 0.9605 1.5180 5.7181
H: -0.9905 -0.5134 6.9513
H: 0.6268 -0.1642 7.6130
H: -0.6094 1.1118 7.5671
H: 0.9337 2.8266 3.6372
H: 1.3674 2.7248 1.9123
H: -1.3514 3.6672 2.9647
H: -0.0256 4.7000 2.3678
H: -0.8564 3.6032 1.2517

Cartesian forces (eV/Å) of the 2 atoms listed first:
-0.2 0.1 -0.1
0.4 -0.7 0.3

- total charge = +2
- orbital gap (spin up / spin down) (eV) = 4.0 / 3.4
- E (eV) = -143129.8932

Atom charges from the Löwdin analysis, given in e for atoms 1 to 8: N 0.0599; C -0.1227; C -0.0088; C -0.2197; C -0.0141; C -0.1235; C -0.0133; Cd 1.1180

***

Entry 4:
Computed, not measured: 3 unconnected molecules or ions with the total composition C3H6Cl6, with wB97M-V/def2-TZVPD.

Geometry (Å):
C: -8.4162 -29.5664 -10.6893
Cl: -8.1100 -30.0435 -12.3555
Cl: -8.0081 -30.8358 -9.5546
H: -7.7547 -28.7199 -10.5054
H: -9.4255 -29.2172 -10.4713
C: -13.8108 -26.0475 -15.9129
Cl: -12.6543 -24.6650 -15.9949
Cl: -14.3711 -26.4733 -14.2354
H: -14.6369 -25.8239 -16.5879
H: -13.2368 -26.9238 -16.2141
C: -9.2822 -27.3229 -14.9322
Cl: -10.5815 -28.2352 -15.7626
Cl: -9.7367 -25.6606 -14.5069
H: -8.9382 -27.7587 -13.9942
H: -8.4365 -27.2397 -15.6149

Cartesian forces (eV/Å) of the 2 atoms listed first:
0.5 0.9 0.7
-0.4 0.0 -0.4

- spin multiplicity = 2
- <S²> = 0.754
- total charge = +1
- orbital gap (spin up / spin down) (eV) = 9.6 / 2.5
- E (eV) = -78331.8412

Atom charges from the Löwdin analysis, given in e for atoms 1 to 8: C -1.0604; Cl 0.5234; Cl 0.5452; H 0.0223; H 0.0345; C -0.8554; Cl 0.7310; Cl 0.5806

***

Per-record largest force on an atom, eV Å⁻¹: 1.78; 0.93; 4.07; 1.91
Per-record ΔE to the lowest compared entry with this formula, charge and spin, kJ/mol: 13.18; 52.63; 0.00; 0.00